This record from the Open Molecules 2025 dataset describes a structure of composition C29H46CoP2Te. The level of theory is wB97M-V/def2-TZVPD.

ORCA input file:
```
! wB97M-V def2-TZVPD RIJCOSX def2/J DEFGRID3
* xyz 1 5
Co 0.2301 -0.8318 0.5291
C -0.7079 -2.3281 1.7762
C 0.6069 -2.6313 1.2413
C 0.8174 -1.0848 2.9747
C -0.5472 -1.4035 2.8527
C 1.5417 -1.7909 1.9643
C -1.9684 -3.0715 1.5095
H -1.8764 -3.7197 0.6360
H -2.8077 -2.3761 1.3561
H -2.2279 -3.7048 2.3712
C -1.6487 -0.9282 3.7237
H -2.5420 -1.5502 3.6012
H -1.9323 0.1102 3.4906
H -1.3504 -0.9654 4.7808
C 1.4329 -0.2142 4.0042
H 1.0432 -0.4630 5.0016
H 1.2224 0.8509 3.8175
H 2.5211 -0.3374 4.0244
C 3.0237 -1.8980 1.9215
H 3.3983 -2.4366 2.8066
H 3.4886 -0.9000 1.9310
H 3.3578 -2.4442 1.0359
C 0.9778 -3.8171 0.4303
H 1.2115 -4.6777 1.0771
H 1.8672 -3.6076 -0.1726
H 0.1599 -4.1171 -0.2301
C -1.2886 0.8370 -3.8939
C -1.5355 -0.4887 -4.0535
C -0.8770 -1.3659 -5.0651
C 0.6291 -1.0479 -5.3177
C 1.3806 -0.6156 -4.0968
C 1.6482 0.6839 -3.8186
C 0.9870 1.8550 -4.4781
C -0.5111 1.6529 -4.8654
H -1.4167 -1.2960 -6.0291
H 0.7241 -0.3164 -6.1328
H -0.9519 -2.4275 -4.7751
H -0.5938 1.2486 -5.8848
H -1.8499 1.4211 -3.1646
H -2.4697 -0.8895 -3.6587
H -0.9764 2.6476 -4.9053
H 1.0393 2.7397 -3.8263
H 2.5094 0.9790 -3.2224
H 1.5525 2.1210 -5.3873
H 1.0984 -1.9694 -5.6893
H 1.8776 -1.4357 -3.5793
P -1.3977 -0.2558 -0.7234
C -2.8824 0.6959 -0.6962
C -1.4976 -1.9184 -1.4606
P 1.6928 0.3744 -0.4778
C 0.0951 0.5934 -1.4587
C 2.8229 -0.8357 -1.2243
C 2.5594 1.9033 -0.1850
H -2.8047 1.4600 0.0916
H -3.7095 0.0119 -0.4659
H -3.0466 1.1643 -1.6757
H -1.1749 -1.8968 -2.5062
H -2.5384 -2.2587 -1.3751
H -0.8412 -2.6234 -0.9300
H 2.6667 2.4462 -1.1327
H 3.5483 1.6507 0.2134
H 2.0175 2.5126 0.5480
H -0.0927 1.6592 -1.6525
H 0.1922 0.0411 -2.3911
H 3.6933 -0.9259 -0.5572
H 3.1424 -0.5059 -2.2151
H 2.3405 -1.8239 -1.3022
Te -0.4839 1.9369 1.7543
C -0.9436 2.9583 3.5367
C -1.2784 4.3220 3.3735
C -1.6070 5.0990 4.4898
C -1.6081 4.5338 5.7741
C -1.2722 3.1862 5.9428
C -0.9331 2.3945 4.8305
H -1.2689 4.7374 2.3664
H -1.8618 6.1485 4.3561
H -1.8682 5.1428 6.6431
H -1.2671 2.7337 6.9388
H -0.6600 1.3436 4.9597
*
```

Calculated total energy, Ha: -3465.683579
Frontier orbital gap (alpha / beta), eV: 7.0 / 5.6
<S²>: 6.041
HOMO (alpha / beta), Ha: -0.3268 / -0.3769


This record from the Open Molecules 2025 dataset describes a structure of composition CHF3NO5PrS2. The level of theory is wB97M-V/def2-TZVPD.

ORCA input file:
```
! wB97M-V def2-TZVPD RIJCOSX def2/J DEFGRID3
* xyz 2 3
N 0.8232 -0.9770 0.4697
S 2.1883 -0.2398 -0.0407
O 2.3828 -0.3352 -1.4714
O 3.2029 -0.1615 0.9780
S -0.4999 -0.0886 0.5059
O 1.4036 1.3167 0.3341
O -0.9396 1.1141 1.2906
C -1.4397 -0.0845 -1.1445
F -0.9034 0.8193 -1.9246
F -1.3341 -1.2742 -1.6886
F -2.7014 0.1974 -0.9173
Pr 0.5670 2.9969 1.5931
O -1.4768 -1.1940 1.1679
H -1.2729 -2.0897 0.8478
*
```

Calculated total energy, Ha: -2081.841027
Frontier orbital gap (alpha / beta), eV: 5.7 / 7.6
<S²>: 2.028
HOMO (alpha / beta), Ha: -0.6744 / -0.6747


This record from the Open Molecules 2025 dataset describes a cluster of 2 separate species, Cl3H3N4 in total. The level of theory is wB97M-V/def2-TZVPD.

ORCA input file:
```
! wB97M-V def2-TZVPD RIJCOSX def2/J DEFGRID3
* xyz 0 1
N 1.8538 0.0545 -0.2818
N 0.7226 0.6172 -0.3052
N -0.3586 0.1978 0.2793
N -1.3980 0.9976 0.3701
Cl 0.1630 -2.9442 0.1352
Cl -1.7582 2.2119 -1.0611
Cl -2.8077 0.0622 0.6843
H 1.1528 -2.0975 0.4957
H 1.7648 -0.6514 0.5573
H 0.6655 1.5519 -0.8738
*
```

Calculated total energy, Ha: -1601.180038
Frontier orbital gap (alpha / beta), eV: 7.4 / 7.4
Energy relative to the best compared isomer or geometry (same formula, charge and spin), kJ/mol: 126.7
HOMO (alpha / beta), Ha: -0.3208 / -0.3220


This record from the Open Molecules 2025 dataset describes a structure of composition C4H10O. The level of theory is wB97M-V/def2-TZVPD.

ORCA input file:
```
! wB97M-V def2-TZVPD RIJCOSX def2/J DEFGRID3
* xyz 0 1
C -1.5419 -0.6223 1.0863
C -0.8114 0.3876 -0.9538
C 0.4202 -0.2773 -0.6835
C 1.7442 0.4506 -0.8498
O 0.2630 -0.4841 0.9120
H -1.4017 -0.6216 2.1699
H -1.7126 -1.6197 0.6896
H -2.3245 0.0680 0.8048
H -1.5245 -0.0499 -1.6447
H -0.8099 1.4774 -0.9023
H 0.4625 -1.3019 -1.0701
H 2.0268 0.4248 -1.9084
H 1.6418 1.4987 -0.5528
H 2.5666 0.0057 -0.2781
H 0.7985 -1.1979 1.3354
*
```

Calculated total energy, Ha: -233.452466
Frontier orbital gap, eV: 7.6
Energy relative to the best compared isomer or geometry (same formula, charge and spin), kJ/mol: 505.4
HOMO, Ha: -0.2492


This record from the Open Molecules 2025 dataset describes an isolated molecule of C3H6N2O2. The level of theory is wB97M-V/def2-TZVPD.

ORCA input file:
```
! wB97M-V def2-TZVPD RIJCOSX def2/J DEFGRID3
* xyz 0 1
H 0.6036 0.5389 -1.3225
N 1.5299 0.8796 -1.0693
C 1.8242 0.7112 0.1452
O 1.1547 0.0649 1.1339
C 0.0806 -0.7856 0.7681
C -1.2129 -0.0250 0.4445
N -1.5673 -0.0080 -0.8759
O -1.8551 0.5347 1.3071
H 2.7536 1.1121 0.5514
H 0.3901 -1.4407 -0.0575
H -0.1138 -1.3936 1.6540
H -2.4470 0.4237 -1.1202
H -1.1407 -0.6123 -1.5588
*
```

Calculated total energy, Ha: -377.898310
Frontier orbital gap, eV: 10.9
Energy relative to the best compared isomer or geometry (same formula, charge and spin), kJ/mol: 160.2
HOMO, Ha: -0.3743
SMILES: [H]/N=C\OCC(N)=O


This record from the Open Molecules 2025 dataset describes a cluster of 4 separate species, C15H24BBr2F3O11Si in total. The level of theory is wB97M-V/def2-TZVPD.

ORCA input file:
```
! wB97M-V def2-TZVPD RIJCOSX def2/J DEFGRID3
* xyz 0 1
C 3.7940 1.4025 3.0569
C 3.0067 0.2862 2.3937
O 2.7301 -0.7614 3.3413
B 1.6327 -1.5296 3.1299
O 1.1103 -2.1967 4.2395
Si 0.7251 -1.8542 1.3603
C 1.9244 -1.7448 -0.1108
C 3.0259 -2.7709 0.0802
C 4.0416 -2.7721 -1.0547
F 3.4312 -2.7145 -2.2663
Br 5.1487 -1.1687 -0.8461
C 4.9043 -4.0930 -1.0185
F 4.2580 -4.9907 -1.8117
F 4.9043 -4.5944 0.2427
Br 6.7484 -4.0062 -1.5879
H 4.4658 1.8301 2.3170
H 3.1297 2.1942 3.3641
H 4.4014 1.0357 3.8744
H 2.0902 0.7108 2.0003
H 3.6100 -0.1376 1.5964
H 1.5971 -3.0073 4.3902
H 0.2711 -3.2696 1.3843
H -0.4693 -1.0180 1.1383
H 1.3376 -1.9615 -0.9985
H 2.3148 -0.7395 -0.2267
H 3.5710 -2.6035 1.0020
H 2.5727 -3.7594 0.1255
O -1.4964 -2.0940 -1.0130
C -1.4462 -2.2809 -2.1821
O -1.0328 -1.3651 -3.0907
C -0.8718 -2.0223 -4.3531
C -1.7915 -3.2189 -4.2086
O -1.7782 -3.4403 -2.7946
H -1.1516 -1.3548 -5.1632
H 0.1745 -2.3100 -4.4671
H -2.8143 -3.0003 -4.5196
H -1.4381 -4.1031 -4.7311
O 1.5419 3.5538 2.6074
C 0.5381 3.3724 2.0021
O 0.3943 2.4360 1.0321
C -0.9970 2.3359 0.7048
C -1.5216 3.6924 1.1314
O -0.6144 4.0499 2.1831
H -1.1203 2.1349 -0.3558
H -1.4348 1.5173 1.2780
H -1.4470 4.4375 0.3372
H -2.5420 3.6629 1.5004
O -5.6705 3.8976 2.1600
C -5.7968 3.8654 0.9853
O -6.9771 3.8045 0.3274
C -6.7329 4.0114 -1.0672
C -5.2803 3.5987 -1.2033
O -4.7636 3.8829 0.1017
H -7.4124 3.4072 -1.6614
H -6.8907 5.0659 -1.2985
H -5.1659 2.5317 -1.4021
H -4.7379 4.1654 -1.9552
*
```

Calculated total energy, Ha: -7175.667072
Frontier orbital gap, eV: 9.4
HOMO, Ha: -0.3435
SMILES: CCOB(O)[SiH2]CC[C@@](F)(Br)C(F)(F)Br.O=C1OCCO1.O=C1OCCO1.O=C1OCCO1


This record from the Open Molecules 2025 dataset describes a cluster of 3 separate species, C14H27FNO6S2 in total. The level of theory is wB97M-V/def2-TZVPD.

ORCA input file:
```
! wB97M-V def2-TZVPD RIJCOSX def2/J DEFGRID3
* xyz 1 1
C -2.3233 4.0317 -0.7267
C -1.2803 3.3183 -1.5817
C 0.1322 3.5595 -1.0700
F 1.0585 3.5718 -2.1183
C 0.6479 2.5392 -0.0828
C 1.2304 2.8580 1.1259
C 1.6900 1.8411 1.9653
C 1.5642 0.5052 1.5821
C 0.9801 0.2251 0.3704
N 0.5465 1.2318 -0.4111
H -2.3764 5.0880 -0.9859
H -2.0974 3.9616 0.3381
H -3.3106 3.6009 -0.8771
H -1.5123 2.2527 -1.6373
H -1.2986 3.6873 -2.6074
H 0.1886 4.5327 -0.5778
H 1.3225 3.8985 1.4062
H 2.1390 2.0824 2.9191
H 1.8975 -0.2846 2.2392
H 0.8481 -0.7745 -0.0179
H 0.1336 0.9832 -1.3043
O 0.6572 -0.6064 4.2715
S -0.4755 -1.4882 4.3767
O -1.4553 -1.2418 5.3824
O 0.0440 -2.9735 4.4489
C 1.0172 -3.3089 5.4836
C 0.3811 -3.4781 6.8443
C -1.2735 -1.6058 2.8107
H 1.7940 -2.5440 5.4830
H 1.4509 -4.2389 5.1255
H -0.0024 -2.5361 7.2321
H 1.1296 -3.8585 7.5389
H -0.4423 -4.1893 6.7960
H -0.5305 -1.8257 2.0494
H -1.7550 -0.6461 2.6337
H -2.0180 -2.3954 2.8614
O -1.8067 -1.4081 -4.3636
S -0.4886 -1.9507 -4.4967
O 0.2694 -2.1735 -3.2977
O 0.3487 -1.0125 -5.4737
C 0.2691 0.4029 -5.1882
C 1.0603 0.7521 -3.9462
C -0.4953 -3.3992 -5.4829
H -0.7830 0.6705 -5.0849
H 0.6622 0.8974 -6.0723
H 0.6195 0.2496 -3.0835
H 1.0559 1.8294 -3.7849
H 2.0921 0.4133 -4.0276
H -1.0485 -3.1945 -6.3948
H -0.9896 -4.1698 -4.8955
H 0.5327 -3.6804 -5.6940
*
```

Calculated total energy, Ha: -1951.841623
Frontier orbital gap, eV: 9.0
HOMO, Ha: -0.4894


This record from the Open Molecules 2025 dataset describes a cluster of 5 separate species, C41H43Br2ClIN4O15P in total. The level of theory is wB97M-V/def2-TZVPD.

ORCA input file:
```
! wB97M-V def2-TZVPD RIJCOSX def2/J DEFGRID3
* xyz 0 1
C -1.3294 -5.4125 3.9137
C -1.8385 -4.5786 2.5561
O -3.1258 -4.1492 2.6200
O -0.9937 -4.3696 1.3703
C -0.7037 -2.9103 1.1731
C 0.7869 -2.6135 1.7952
C 1.8548 -1.9339 0.7636
C 2.1050 -2.9566 -0.4933
C 3.4438 -3.9316 -0.3067
O 3.2431 -5.0425 -1.2923
C 4.3869 -5.9564 -1.1448
O 4.1490 -7.1475 -0.5739
C 3.1269 -1.4915 1.7219
O 4.0405 -2.2291 2.3607
O 3.1619 -0.0007 1.8908
C 2.0926 0.7835 1.2000
C 2.4301 2.2465 0.5725
C 3.9052 2.4727 -0.0744
C 4.2915 1.5219 -1.3523
I 5.5994 2.4117 1.3069
C 1.0787 1.0868 2.4954
Br -0.8354 0.4322 2.6068
C 1.5210 1.8606 3.7190
C 3.0185 2.4862 3.9013
Br 0.2293 2.1715 5.2610
C 1.5570 -0.4105 0.1546
P -0.0118 -0.1094 -0.8830
O -0.7473 1.4394 -0.6007
Cl 0.6070 -0.0123 -2.9568
H -0.2048 -5.7551 3.8371
H -1.9677 -6.4168 3.9391
H -1.5872 -4.8469 4.9124
H -1.5618 -2.2719 1.6956
H -0.7367 -2.7642 -0.0114
H 0.7654 -2.0183 2.8299
H 1.2359 -3.6818 2.0842
H 2.2769 -2.4067 -1.5349
H 1.2084 -3.7113 -0.6928
H 3.5138 -4.3050 0.7999
H 4.3523 -3.2913 -0.6736
H 5.4233 -5.6031 -1.5767
H 1.6462 2.4268 -0.3108
H 2.2400 3.1627 1.3144
H 3.8987 3.5876 -0.5069
H 4.6476 0.4759 -0.9010
H 5.2229 1.9410 -1.9369
H 3.3695 1.2658 -2.0485
H 3.2304 3.4535 3.2343
H 3.8728 1.6972 3.7576
H 3.1231 2.8765 5.0247
H 2.3958 -0.3871 -0.6960
H -1.6056 1.3683 -0.0801
O -10.5075 -2.2365 1.0212
N -9.4783 -1.7136 0.5684
O -9.4641 -0.7250 -0.1789
C -8.1890 -2.3095 0.9388
C -8.1599 -3.4511 1.7515
C -6.9316 -4.0277 2.0806
C -5.7455 -3.4658 1.6058
C -5.7769 -2.3227 0.8053
C -6.9994 -1.7388 0.4671
H -9.0754 -3.9011 2.1294
H -6.8989 -4.9178 2.7053
H -4.7904 -3.9222 1.8604
H -4.8480 -1.8890 0.4416
H -7.0071 -0.8500 -0.1603
O -4.9261 0.0245 -0.3428
N -4.0536 0.5931 -1.0160
O -2.8450 0.5930 -0.7418
C -4.4824 1.3201 -2.2168
C -5.8442 1.3779 -2.5441
C -6.2484 2.0913 -3.6741
C -5.3006 2.7359 -4.4706
C -3.9441 2.6680 -4.1482
C -3.5281 1.9599 -3.0189
H -6.5951 0.8811 -1.9336
H -7.3036 2.1476 -3.9327
H -5.6212 3.2956 -5.3476
H -3.2113 3.1705 -4.7755
H -2.4675 1.9191 -2.7794
O 7.3383 0.1522 -3.9428
N 7.4690 0.4316 -2.7417
O 6.9390 1.4044 -2.1861
C 8.3130 -0.4473 -1.9234
C 8.9620 -1.5378 -2.5188
C 9.7829 -2.3560 -1.7403
C 9.9492 -2.0891 -0.3804
C 9.2934 -1.0086 0.2122
C 8.4721 -0.1816 -0.5568
H 8.8428 -1.7591 -3.5771
H 10.2961 -3.2008 -2.1945
H 10.5947 -2.7265 0.2214
H 9.4257 -0.8089 1.2732
H 7.9705 0.6584 -0.0808
O -4.5360 8.3150 -2.6100
N -4.3774 7.0882 -2.5232
O -4.7957 6.2665 -3.3514
C -3.6488 6.5738 -1.3575
C -3.1906 7.4644 -0.3769
C -2.5194 6.9670 0.7418
C -2.3048 5.5943 0.8758
C -2.7530 4.7106 -0.1074
C -3.4280 5.1960 -1.2292
H -3.3499 8.5368 -0.4666
H -2.1658 7.6496 1.5116
H -1.7859 5.2107 1.7526
H -2.5793 3.6424 0.0028
H -3.7738 4.4940 -1.9851
*
```

Calculated total energy, Ha: -9182.235576
Frontier orbital gap, eV: 7.6
HOMO, Ha: -0.3340
SMILES: CC(=O)OCC[C@]1(CCOC=O)C(=O)O[C@](C[C@H](C)I)(/C(Br)=C(\C)Br)[C@@H]1P(O)Cl.O=[N+]([O-])c1ccccc1.O=[N+]([O-])c1ccccc1.O=[N+]([O-])c1ccccc1.O=[N+]([O-])c1ccccc1